Entry from OMol25: a 12-piece molecular cluster, C41H72O36 overall (ωB97M-V/def2-TZVPD).

Computed properties:
- Multiplicity: 1
- Total energy: -4314.14763 Ha
- SMILES: C[C@H]1COC(=O)O1.C[C@H]1COC(=O)O1.C[C@H]1COC(=O)O1.C[C@H]1COC(=O)O1.C[C@H]1COC(=O)O1.COC(=O)OC.COC(=O)OC.COC(=O)OC.COC(=O)OC.COC(=O)OC.COC(=O)OC.COC(=O)OC
- Maximum force: 2.51 eV/Å
- Total charge: 0
- Molecular weight: 1140.99 g mol⁻¹
- Orbital gap: 0.371 Eh

Positions of all 149 atoms, in Å:
C -4.24 4.38 2.99
C -4.78 3.22 2.15
C -3.88 1.99 2.15
O -4.71 1.00 2.76
C -5.88 1.49 3.08
O -6.76 0.91 3.64
O -6.02 2.79 2.66
H -4.19 4.00 4.01
H -4.82 5.29 2.92
H -3.22 4.61 2.66
H -4.75 3.62 1.13
H -2.96 2.23 2.69
H -3.66 1.70 1.12
C 2.69 -0.06 -3.09
C 3.66 1.08 -3.14
C 3.14 2.40 -2.55
O 4.16 2.82 -1.63
C 5.16 1.92 -1.62
O 6.18 2.00 -1.02
O 4.81 0.84 -2.34
H 1.72 0.19 -3.52
H 2.38 -0.32 -2.07
H 3.03 -0.99 -3.54
H 4.00 1.27 -4.17
H 2.17 2.25 -2.07
H 3.09 3.10 -3.38
C 2.15 -3.19 4.57
C 3.62 -3.56 4.74
C 4.43 -3.27 3.47
O 5.65 -2.73 3.95
C 5.47 -2.34 5.25
O 6.27 -1.75 5.89
O 4.27 -2.74 5.68
H 1.94 -2.16 4.26
H 1.48 -3.49 5.37
H 1.82 -3.67 3.65
H 3.62 -4.64 4.93
H 3.78 -2.63 2.87
H 4.65 -4.18 2.91
C 4.14 2.94 1.64
C 2.85 2.26 2.05
C 2.20 1.51 0.92
O 2.32 0.15 1.28
C 2.68 0.03 2.59
O 2.66 -1.00 3.17
O 3.14 1.24 3.03
H 4.71 3.33 2.48
H 3.97 3.76 0.95
H 4.76 2.23 1.10
H 2.16 2.98 2.48
H 2.73 1.65 -0.02
H 1.16 1.74 0.69
C -0.98 3.22 -1.84
C -1.05 4.41 -0.89
C -1.51 4.25 0.55
O -0.71 5.13 1.29
C 0.36 5.50 0.54
O 1.23 6.22 0.90
O 0.28 4.93 -0.69
H -0.27 2.45 -1.53
H -0.74 3.55 -2.84
H -1.93 2.68 -1.81
H -1.64 5.18 -1.41
H -1.48 3.20 0.86
H -2.55 4.57 0.62
C -4.09 -3.24 -2.28
O -4.84 -2.56 -3.25
C -6.17 -2.78 -3.28
O -6.75 -3.66 -2.74
O -6.78 -1.91 -4.07
C -6.10 -0.88 -4.74
H -3.58 -2.50 -1.65
H -3.27 -3.84 -2.69
H -4.61 -4.00 -1.70
H -6.80 -0.05 -4.84
H -5.87 -1.08 -5.79
H -5.20 -0.45 -4.32
C -4.37 -3.88 5.74
O -3.25 -3.45 5.00
C -2.49 -4.41 4.44
O -2.66 -5.58 4.57
O -1.54 -3.77 3.79
C -0.66 -4.46 2.93
H -4.13 -4.09 6.78
H -4.84 -4.74 5.25
H -5.18 -3.15 5.74
H -0.10 -5.26 3.44
H 0.05 -3.76 2.51
H -1.21 -4.98 2.15
C -0.70 1.61 -4.93
O -0.55 2.55 -5.96
C 0.68 2.73 -6.44
O 1.64 2.05 -6.20
O 0.62 3.70 -7.35
C 1.82 3.96 -8.06
H -1.04 0.63 -5.24
H -1.52 1.99 -4.30
H 0.06 1.48 -4.16
H 2.22 3.10 -8.58
H 2.56 4.42 -7.40
H 1.62 4.66 -8.87
C 1.74 -3.35 -0.45
O 2.66 -3.10 -1.49
C 3.91 -2.75 -1.13
O 4.26 -2.47 -0.01
O 4.62 -2.72 -2.24
C 5.98 -2.27 -2.21
H 1.51 -2.51 0.20
H 2.09 -4.19 0.17
H 0.81 -3.69 -0.90
H 6.13 -1.60 -3.06
H 6.61 -3.15 -2.23
H 6.16 -1.58 -1.38
C -0.32 -4.02 -4.05
O 0.86 -3.66 -4.76
C 0.94 -2.49 -5.34
O 0.25 -1.52 -5.11
O 2.06 -2.48 -6.07
C 2.72 -1.22 -6.37
H -1.00 -4.53 -4.72
H -0.78 -3.13 -3.61
H -0.01 -4.57 -3.16
H 3.61 -1.13 -5.76
H 2.01 -0.41 -6.27
H 3.01 -1.38 -7.41
C -4.45 1.70 6.38
O -3.32 1.72 5.48
C -2.11 2.14 5.84
O -1.85 2.77 6.82
O -1.33 1.82 4.84
C 0.04 2.20 4.81
H -4.92 0.75 6.13
H -5.06 2.60 6.32
H -4.01 1.61 7.37
H 0.45 2.55 5.76
H 0.30 3.01 4.13
H 0.57 1.30 4.52
C -1.09 -0.51 -2.14
O -0.71 -1.12 -0.93
C -0.85 -0.42 0.19
O -1.31 0.70 0.23
O -0.57 -1.22 1.20
C -0.70 -0.64 2.51
H -0.18 -0.14 -2.61
H -1.94 0.17 -2.17
H -1.44 -1.28 -2.83
H -0.28 0.36 2.55
H -0.28 -1.40 3.16
H -1.74 -0.57 2.82